{"formula": "C25H33N3O3S", "method": "the ωB97M-V functional and the def2-TZVPD basis", "total_charge": 0, "lumo_ev": 0.3, "orbital_gap_ha": 0.3453, "multiplicity": 1, "total_energy_ha": -1760.63307, "homo_ev": -9.1, "elements": ["C", "H", "C", "C", "N", "C", "H", "H", "C", "C", "H", "H", "H", "H", "H", "C", "H", "C", "C", "N", "C", "O", "C", "C", "C", "C", "C", "C", "H", "H", "S", "O", "C", "C", "C", "C", "C", "C", "C", "O", "N", "C", "C", "H", "H", "H", "H", "H", "H", "H", "H", "H", "H", "H", "H", "H", "H", "H", "H", "H", "H", "H", "H", "H", "H"], "xyz": [[-2.919530, -0.283737, 2.848210], [-2.991921, 0.499413, 2.098156], [-3.659703, -1.538019, 2.402394], [-3.065018, -2.187155, 1.153587], [-3.190437, -1.444268, -0.102431], [-2.534394, -2.220131, -1.160214], [-3.177237, -3.064402, -1.458941], [-1.618172, -2.647354, -0.745841], [-2.152868, -1.389722, -2.392769], [-0.702446, -0.922033, -2.339277], [-0.488544, -0.242246, -3.160415], [-0.023873, -1.769408, -2.412162], [-0.496725, -0.404134, -1.406757], [-2.293522, -1.997165, -3.288845], [-2.808142, -0.524000, -2.478873], [-4.587876, -1.162944, -0.456033], [-4.697616, -1.260772, -1.538932], [-5.072773, 0.240977, -0.069159], [-4.356010, 1.348184, -0.832922], [-2.947069, 1.337327, -0.509152], [-2.143618, 2.383679, -0.784184], [-2.544892, 3.449758, -1.210475], [-0.690923, 2.104064, -0.537387], [-0.276655, 1.328950, 0.539391], [1.063174, 0.997143, 0.689435], [1.971527, 1.445318, -0.261952], [1.577065, 2.250572, -1.310814], [0.244281, 2.594876, -1.442967], [-0.092334, 3.223563, -2.252320], [2.327239, 2.585446, -2.011506], [3.691740, 0.872369, -0.117019], [4.405978, 1.413431, -1.269280], [3.076096, -0.769394, -0.613655], [3.387009, -1.257733, -1.866229], [2.918083, -2.502137, -2.250537], [2.155605, -3.253040, -1.369111], [1.860444, -2.763986, -0.108155], [2.305777, -1.504606, 0.278444], [2.033418, -1.028887, 1.666104], [2.262064, -1.731754, 2.631673], [1.486390, 0.213438, 1.785600], [1.263019, 0.764047, 3.113814], [2.194231, 1.943447, 3.369222], [3.231910, 1.631050, 3.280922], [2.006997, 2.740925, 2.652767], [2.030387, 2.330430, 4.371045], [1.461718, -0.041180, 3.824137], [0.221625, 1.081842, 3.211477], [1.285074, -3.351043, 0.591896], [1.796654, -4.228374, -1.662270], [3.153570, -2.888080, -3.230740], [3.995150, -0.649848, -2.519608], [-0.995238, 0.970209, 1.258085], [-2.587143, 0.408324, -0.297449], [-4.760420, 2.330513, -0.571814], [-4.498631, 1.212721, -1.914355], [-4.948544, 0.412574, 0.997576], [-6.139185, 0.298073, -0.295686], [-5.253118, -1.909553, 0.002851], [-3.525621, -3.185624, 1.041498], [-1.994817, -2.334212, 1.330293], [-4.717422, -1.320855, 2.253577], [-3.594981, -2.281862, 3.200433], [-1.870372, -0.514743, 3.023418], [-3.344138, 0.092164, 3.776725]], "atomic_forces_ev_per_a": [[-0.224, -0.152, -0.011], [0.051, 0.140, -0.045], [0.248, 0.028, -0.173], [-0.146, -0.103, 0.256], [0.221, -0.106, 0.103], [-0.038, -0.030, -0.307], [0.026, -0.006, 0.096], [-0.038, -0.043, 0.028], [0.160, -0.176, 0.109], [-0.202, -0.025, -0.109], [0.105, 0.099, -0.060], [0.081, -0.052, 0.016], [0.095, 0.062, 0.110], [-0.086, 0.048, -0.031], [-0.140, 0.007, -0.068], [-0.236, 0.196, 0.138], [-0.006, -0.037, 0.024], [0.176, -0.091, -0.262], [-0.214, 0.219, 0.073], [-0.128, -0.148, 0.056], [0.053, -0.179, 0.140], [-0.003, 0.237, -0.205], [0.215, 0.184, 0.027], [0.165, 0.077, -0.119], [-0.197, 0.304, -0.523], [0.106, 0.090, 0.504], [0.227, -0.023, -0.049], [-0.161, -0.074, 0.164], [-0.037, 0.065, -0.083], [0.071, 0.037, -0.108], [-1.309, -0.574, 0.116], [0.698, 0.476, -0.779], [0.195, -0.044, 0.287], [0.180, 0.230, -0.044], [-0.060, -0.039, 0.089], [0.000, -0.061, -0.040], [0.004, 0.152, 0.096], [0.196, -0.306, -0.170], [-0.185, -0.245, 0.099], [0.090, -0.172, 0.008], [-0.058, 0.034, 0.177], [0.205, 0.127, 0.467], [-0.173, -0.156, -0.013], [0.099, -0.021, 0.007], [0.019, 0.119, -0.033], [0.007, 0.099, 0.096], [-0.144, 0.138, -0.113], [0.025, -0.108, -0.023], [-0.030, -0.065, 0.088], [-0.031, -0.082, -0.017], [0.024, -0.023, -0.084], [0.071, 0.051, -0.082], [-0.108, -0.091, 0.107], [0.168, 0.124, 0.023], [0.000, -0.122, -0.092], [-0.034, 0.052, 0.051], [-0.061, 0.004, 0.095], [-0.029, 0.019, 0.042], [0.058, -0.060, -0.084], [0.070, 0.030, -0.053], [-0.040, -0.078, -0.010], [-0.083, -0.068, 0.043], [-0.096, -0.022, -0.035], [0.163, 0.036, 0.017], [0.026, 0.103, 0.073]]}